# 1
73
Properties=species:S:1:pos:R:3:mulliken_spin:R:1 method="wB97M-V/def2-TZVPD" total_charge=+2 e_above_lowest_kcal_mol=11.10 spin_multiplicity=4 total_energy_ev=-69548.40745 gap_ev="7.42 / 3.58"
C 3.70873 -1.12775 -2.18149 -0.002
H -1.68368 -0.65911 3.49139 0.010
C 2.81370 0.61403 0.62341 0.002
H 4.71480 -0.40460 0.11609 0.001
C 2.18396 -0.93174 -2.02265 -0.004
H -5.16217 2.36812 -0.84294 -0.002
N -3.39822 1.19087 -1.64061 0.044
H -0.98881 -0.78593 -2.60529 0.003
C 0.48077 -3.24925 0.20179 0.032
C -1.02099 -0.28068 2.71513 0.018
C 1.48116 -2.16372 -2.62360 -0.001
H -1.31006 0.78991 2.51519 -0.046
C -4.10103 -0.84307 1.99770 0.131
H -2.32713 0.51676 -4.61405 0.001
C 1.76779 0.29097 -2.85940 -0.001
C 1.67593 -2.41615 0.70390 0.006
H -4.29556 4.57477 0.05089 0.001
H 3.55702 2.57866 0.25062 0.000
C 4.18139 0.01392 0.97640 0.000
C 1.55180 -2.32272 2.23321 0.002
H 2.97196 -4.10872 0.96445 0.000
C -5.45765 -0.48354 2.08920 0.282
C -3.35923 4.14398 0.41241 0.018
H 3.86996 -2.60168 0.76470 0.000
V -1.40175 0.55954 0.39291 1.676
H 3.89977 -1.35861 -3.24052 0.000
N -3.46986 -0.00264 1.12406 0.163
H -0.46889 -2.70357 0.30372 -0.005
C 3.00830 1.81322 -0.31845 -0.001
N -4.46190 0.80528 0.60383 0.129
H -6.46578 1.23906 0.97624 -0.001
H 0.70017 0.51891 -2.74517 -0.001
C -2.50801 0.56225 -3.56990 0.046
C -2.26628 4.66573 1.09219 0.062
H 0.01051 -0.33819 3.04351 0.007
H 0.39623 -2.14525 -2.44879 0.000
H -6.22026 -0.91085 2.71301 -0.007
C 2.99278 -3.15937 0.40936 -0.003
H 2.05043 2.25490 -0.62232 -0.001
C -3.50619 1.32866 -2.96795 0.028
H -4.23361 2.00280 -3.38376 0.000
H 0.57969 -3.59124 -0.83495 0.004
H 1.21254 1.65581 1.69427 -0.004
H 2.04011 0.41740 2.68903 0.001
H 0.42653 -4.15678 0.82106 0.001
H 4.81412 0.82134 1.37348 0.000
H 1.95551 0.01364 -3.90735 0.000
H 0.51551 -2.15291 2.55409 0.000
H 3.62019 1.58766 -1.19977 0.000
H -1.12704 -0.94317 1.80505 0.044
H 2.85729 1.94027 2.29372 0.000
N 0.19793 0.03716 -0.09187 0.120
H -2.15958 5.70214 1.38191 0.002
H -3.61909 -1.66347 2.50406 0.010
H 3.11578 -3.42231 -0.64683 0.000
N -3.15202 2.85083 0.17238 0.065
H 1.64455 -2.12282 -3.71151 -0.001
N -2.23212 0.48092 -1.34952 -0.002
C -1.76798 -0.03351 -2.54014 0.041
H -0.47411 3.55379 1.87573 0.001
N -1.88835 2.46715 0.67022 -0.053
H 4.28959 -0.22717 -1.95349 0.000
H 4.12390 -0.74717 1.76143 0.000
H 4.11566 -1.96742 -1.60405 0.000
B -4.14684 1.85847 -0.46504 -0.033
H 2.35671 1.19042 -2.64600 0.001
H 1.90241 -3.11833 -2.27888 0.000
H 1.80366 -3.31485 2.64074 0.000
C 2.17397 1.17003 1.90372 0.010
H 2.24625 -1.60557 2.69459 0.001
C -5.63615 0.57868 1.21302 0.147
P 1.67420 -0.68099 -0.19062 0.013
C -1.37293 3.58678 1.29312 0.046



# 2
155
Properties=species:S:1:pos:R:3:mulliken_charge:R:1 method="wB97M-V/def2-TZVPD" e_above_lowest_kcal_mol=181.45 total_energy_ev=-73933.38260 gap_ev=9.21
H 8.09868 4.95334 3.97242 0.320
C -5.66291 4.86327 -5.22258 -0.656
C 8.82382 -3.11274 7.04104 0.401
H -9.66022 -1.56687 2.34940 0.401
H -0.83987 -5.20403 -7.97415 0.308
C 6.00510 -0.91519 6.75974 -0.786
H 0.32148 -1.72140 -4.50744 0.276
H 8.52234 -5.21791 7.08554 0.367
H -0.00589 -0.11968 1.67337 0.213
O 1.98312 -6.75772 1.96876 -0.503
H -2.87545 -4.53721 2.86411 0.221
H -1.50373 -0.38612 -5.75450 0.404
C 1.91992 -5.52078 1.27373 -0.477
C -5.69055 5.81913 -7.51206 -0.678
C -2.16805 6.82584 1.12381 -0.489
H 5.40611 -1.14544 7.64081 0.332
H 7.41031 -0.35847 -1.13478 0.315
H 9.68673 -1.04713 1.37476 0.230
H -3.85420 -4.71736 4.37322 0.245
H -8.41110 4.20968 -4.77203 0.320
C -6.71660 -3.85994 -3.92694 -0.778
H -3.08711 8.01549 -0.04477 0.288
C 7.77104 6.20915 2.32205 0.552
C -9.52768 -0.54019 2.69067 -1.383
H 6.67169 -3.25992 7.32697 0.407
O -0.37080 3.28089 6.01277 -0.504
H 10.23483 -4.76230 7.36740 0.393
H -1.74457 -0.79656 -7.35642 0.324
N 8.38148 5.32594 1.34964 -0.709
H -10.43502 -0.21415 3.19914 0.304
H -1.04745 -2.75712 -5.78304 0.214
H -1.40062 6.53888 0.40491 0.244
H -8.91689 -7.12009 -5.11492 0.203
H -6.46566 2.94017 -4.61691 0.212
H -8.77577 1.32376 4.94655 0.394
C -0.34192 -2.16897 -6.36990 0.631
N -8.35290 -1.26399 4.70878 -0.701
C -7.74868 -6.65951 -6.80806 -1.420
H 7.48543 -2.48396 8.67823 0.277
H 0.84595 -2.03805 -8.24150 0.347
C 8.80794 -4.82332 -0.72631 -0.698
H -9.99465 -6.89204 -7.00770 0.295
H -9.39922 0.15461 1.86070 0.331
C -8.80069 -6.26356 -5.77896 0.425
H -6.25893 5.62003 -8.42058 0.222
H -10.11036 -5.35377 -6.92943 0.285
H 1.14155 -6.83340 2.42443 0.306
C 8.37562 8.07988 4.74460 -0.693
H -5.52722 5.78621 -4.65878 0.303
N 9.94380 -2.29967 7.36274 -0.743
H -8.73663 -2.14303 4.39234 0.268
H -7.86404 3.73433 4.24761 0.317
H -6.17649 3.29785 -2.19624 0.266
H 6.10117 0.16072 6.61385 0.255
O -8.13269 1.95372 3.01781 -0.277
C -1.48479 -4.36553 -8.23701 -0.703
C 0.17215 -2.72416 -7.72834 -0.881
H -1.64609 7.54748 1.75221 0.252
H 7.93853 8.66904 5.55079 0.263
H 5.98143 6.47874 1.28010 0.329
C -0.65747 0.70322 1.37945 -0.500
H 3.02375 4.63989 -3.65530 0.253
C 9.19400 -4.50480 7.56350 -1.455
H 9.86923 -5.05803 -0.64462 0.290
C -8.42269 -4.95561 -5.05011 -0.711
H -2.15461 -4.77908 -8.99094 0.278
H 8.72866 -3.20279 5.95895 0.284
H -5.79607 -3.99761 -3.35970 0.270
H -1.82092 1.99182 6.64754 0.191
H 2.98676 3.07790 -2.71993 0.248
H -6.87067 -6.98752 -6.25164 0.325
H 8.27389 -4.86848 0.22282 0.267
N -10.12478 -6.16121 -6.32283 -0.728
C 8.10279 -1.87714 0.21791 0.567
H 6.50702 -1.82768 -1.29007 0.307
H 5.61360 -1.23525 5.79414 0.280
C -7.85879 4.24021 -3.83282 -1.427
H 9.40840 6.01356 3.73849 0.418
H -1.79298 1.21899 -0.12226 0.305
H -3.19690 -6.81150 3.94749 0.305
H 0.83197 -3.57149 -7.54189 0.390
C 2.86636 3.56185 -3.68916 -0.544
H -7.10260 1.09445 4.58820 0.326
H 9.38834 5.40500 1.35874 0.260
H -8.35122 -4.13576 -5.76482 0.354
O -2.49205 -6.16190 4.00042 -0.524
H -8.23362 3.47568 -3.15231 0.412
H 4.50848 3.30952 -4.67207 0.306
H -6.47508 -3.16407 -4.73040 0.327
H 8.26879 -0.92101 1.95098 0.242
H 5.70033 6.70830 2.92700 0.324
N 0.74347 -1.99813 -5.38233 -0.736
H -7.40868 -5.90772 -7.52032 0.304
H 9.02290 -4.55456 8.63883 0.309
N -5.66031 3.77632 -2.92061 -0.701
H -8.02233 -7.53685 -7.39415 0.453
H 7.98617 7.24765 2.07041 0.197
H -5.62173 4.69417 -2.50088 0.254
C 6.25155 6.05735 2.24838 -1.285
H -9.05361 -0.93959 5.35984 0.274
C -2.86615 -4.80341 3.92106 -0.459
H 9.91178 -2.13354 8.35846 0.287
H 1.08133 -5.65628 0.59072 0.255
O 7.82320 6.83177 4.72084 -0.350
H 7.79519 -2.60547 0.96826 0.287
C -8.29485 -0.36290 3.56967 0.474
C -6.38077 3.94417 -4.20112 0.500
H -7.42424 -0.60992 2.96213 0.203
H -1.24064 3.16547 7.88743 0.235
H -7.95947 5.21573 -3.35709 0.348
C -8.09403 1.06572 4.13615 -0.705
O -0.85253 -3.14900 -8.63281 -0.353
O 8.73530 -3.58800 -1.45406 -0.322
H 9.63347 -1.76223 -1.42587 0.369
H 6.12534 -0.85952 0.08160 0.340
H 0.42363 3.74496 6.28685 0.293
H 10.13766 -2.69866 -0.12845 0.381
C 7.48641 -2.58646 7.59306 -0.623
H -4.66346 5.51520 -7.71409 0.288
O -7.16162 -5.10326 -4.39913 -0.291
H -9.23048 -4.69865 -4.36487 0.386
H -9.41881 3.44900 3.69101 0.325
C -0.95926 2.52075 7.05480 -0.450
H 5.93924 5.01866 2.35655 0.338
C 9.23994 -2.48094 -0.70706 -0.787
H -0.25611 -0.02682 -6.90059 0.342
H -7.36229 -3.42103 -3.16633 0.301
H -4.66200 4.47573 -5.41260 0.342
H 1.78700 3.45791 -3.79996 0.230
H -5.66200 6.84474 -7.14408 0.289
H 2.81927 -5.50209 0.65817 0.212
C -8.38195 3.34290 3.37202 -0.809
H 9.67680 -1.39536 7.00080 0.324
H 8.17227 4.35995 1.55749 0.264
O -3.35904 7.28503 0.51568 -0.491
N 8.74348 -0.86838 1.06104 -0.745
H -2.09087 -4.15588 -7.35564 0.257
H -2.19910 -4.06525 4.36634 0.214
H 0.00064 1.57202 1.36647 0.249
O -6.31185 5.04236 -6.50952 -0.294
H -0.26214 1.76217 7.41073 0.234
H 8.26966 8.63375 3.81181 0.267
H 1.88042 -4.65514 1.93495 0.207
H -1.47214 0.69870 2.10360 0.236
H -2.44382 5.96796 1.73706 0.196
O 7.35529 -1.29361 6.98102 -0.310
H -8.21508 4.03977 2.55068 0.259
H 9.38637 7.92553 5.12230 0.298
H 8.29482 -5.57741 -1.32310 0.260
H 1.27439 -1.17909 -5.64193 0.279
O -1.16673 0.50958 0.03945 -0.504
O 3.62592 2.93400 -4.71279 -0.494
C -0.95890 -0.80424 -6.60093 -1.376
C 6.95765 -1.16206 -0.55388 -1.300
C 8.31936 5.98594 3.70199 -0.794